1.
{"formula": "C3H4LaLiO3", "method": "ωB97M-V/def2-TZVPD", "elements": ["H", "C", "C", "O", "C", "O", "La", "O", "H", "H", "H", "Li"], "coordinates": [[-0.1000, 0.8549, 2.0561], [0.5899, 0.8482, 1.1907], [-0.1085, 1.3855, -0.0303], [-0.8040, 0.2205, -0.5783], [-1.3944, -0.1204, -1.8571], [-1.7715, -1.4135, -1.7413], [-0.0468, -1.9168, -0.0543], [1.1311, -0.4774, 1.0603], [1.4008, 1.5713, 1.4034], [0.6512, 1.6149, -0.7996], [-2.2175, -1.7466, -2.5305], [2.6698, -0.8205, 1.8809]], "atomic_forces_ev_per_a": [[0.3, -0.3, -0.1], [-1.5, 3.0, 0.2], [1.8, 0.0, -0.5], [-2.1, -3.3, -2.0], [1.2, 3.1, 0.9], [0.2, -0.4, 1.5], [0.0, -0.5, 0.4], [0.5, -2.4, -0.5], [-0.4, -0.3, 0.0], [-0.5, 0.4, 0.1], [-0.2, 0.3, -0.5], [0.6, 0.5, 0.5]], "lowdin_charge": [0.12, -0.34, -0.10, -0.41, 0.03, -0.16, 2.31, -0.66, 0.13, 0.09, 0.15, 0.84], "max_force_ev_per_a": 4.363, "total_charge": 2, "e_above_lowest_kcal_mol": 67.1, "e_lumo_ev": [-9.401, -9.401], "spin_multiplicity": 1}

---

2.
{"formula": "C21H74N16O16", "method": "ωB97M-V/def2-TZVPD", "elements": ["C", "C", "O", "H", "H", "H", "H", "H", "H", "C", "C", "O", "H", "H", "H", "H", "H", "H", "C", "C", "O", "H", "H", "H", "H", "H", "H", "C", "C", "O", "H", "H", "H", "H", "H", "H", "C", "C", "O", "H", "H", "H", "H", "H", "H", "C", "O", "N", "N", "H", "H", "H", "H", "C", "O", "N", "N", "H", "H", "H", "H", "C", "O", "N", "N", "H", "H", "H", "H", "C", "O", "N", "N", "H", "H", "H", "H", "C", "O", "N", "N", "H", "H", "H", "H", "C", "O", "N", "N", "H", "H", "H", "H", "C", "O", "N", "N", "H", "H", "H", "H", "C", "O", "N", "N", "H", "H", "H", "H", "C", "O", "H", "H", "H", "H", "C", "O", "H", "H", "H", "H", "C", "O", "H", "H", "H", "H"], "coordinates": [[3.7041, -2.2854, -1.2858], [4.6890, -2.8734, -0.2594], [4.1178, -2.8568, 1.0300], [4.2084, -2.2012, -2.2403], [3.4421, -1.2853, -1.0692], [2.7600, -2.8403, -1.4576], [5.6671, -2.4658, -0.2810], [4.8282, -3.9734, -0.5347], [4.3855, -2.0210, 1.4026], [-4.8626, -1.3807, -2.0365], [-4.0893, -2.2853, -1.0889], [-3.0707, -1.5510, -0.4511], [-5.7475, -1.8842, -2.3442], [-4.1904, -1.1854, -2.8952], [-5.1707, -0.4362, -1.6056], [-3.7374, -3.2008, -1.6549], [-4.6635, -2.7730, -0.2759], [-2.7364, -2.1730, 0.1899], [3.3067, 0.3007, -4.0448], [4.0751, -0.4440, -5.1585], [4.1743, -1.8229, -4.8139], [3.7765, 0.1988, -3.0539], [2.3314, -0.1708, -3.9416], [3.1895, 1.3877, -4.3130], [5.0575, 0.0315, -5.3931], [3.5482, -0.2133, -6.1081], [4.9678, -2.2074, -5.2234], [2.7635, 1.8683, -0.5934], [3.8639, 2.2044, 0.4368], [3.2423, 3.2951, 1.0608], [1.8324, 1.7649, -0.1150], [3.0246, 0.9462, -1.1756], [2.5256, 2.6350, -1.3156], [4.8245, 2.5050, 0.0225], [3.8639, 1.2853, 1.0261], [3.8209, 3.5908, 1.7670], [-0.8306, 0.6440, -0.1424], [0.2060, -0.5136, -0.1686], [0.7036, -0.6968, -1.5239], [-0.9832, 0.8861, 0.9059], [-1.7540, 0.4576, -0.6378], [-0.3243, 1.5900, -0.4521], [-0.3569, -1.3737, 0.1735], [1.1277, -0.3562, 0.4467], [0.0073, -0.9461, -2.0878], [-0.7317, -4.2610, -1.6476], [-1.5742, -5.0014, -2.4267], [-0.7755, -4.1558, -0.3652], [0.2913, -3.6258, -2.1528], [-1.5520, -4.4696, 0.2004], [-0.0644, -3.6929, 0.2227], [0.5243, -3.7839, -3.1911], [0.8846, -2.9332, -1.6218], [-2.9147, 3.3212, 2.7993], [-3.2883, 3.3478, 1.4657], [-3.7682, 3.1501, 3.7891], [-1.6735, 3.4227, 3.1380], [-4.7824, 3.1482, 3.6810], [-3.5317, 3.1713, 4.8101], [-0.9831, 3.4754, 2.3209], [-1.3004, 3.2214, 4.0481], [-1.4181, -1.6833, 3.3098], [-1.9652, -1.6665, 2.0867], [-0.7198, -0.6855, 3.8539], [-1.7298, -2.6816, 4.1040], [-0.3405, 0.0817, 3.2387], [-0.6984, -0.5701, 4.8954], [-2.1711, -3.5175, 3.6629], [-0.9868, -3.0285, 4.7475], [-5.2485, 0.3136, 1.9684], [-5.8369, 1.4550, 2.5496], [-4.1174, 0.3674, 1.3464], [-5.8219, -0.8939, 1.9264], [-3.5681, 1.2419, 1.3904], [-3.6901, -0.3273, 0.7558], [-6.7106, -0.9327, 2.4678], [-5.3238, -1.8497, 1.9685], [-0.2035, 4.4036, 0.3361], [0.3240, 3.9723, -0.8515], [-1.2280, 5.1468, 0.5024], [0.3345, 4.1307, 1.4787], [-1.5623, 5.6650, -0.3168], [-1.9939, 4.7204, 1.0036], [1.1197, 3.5114, 1.4064], [0.2086, 4.7142, 2.3037], [0.2777, 2.8088, -4.0268], [0.1166, 2.5325, -5.3633], [0.3711, 4.0048, -3.5529], [0.3660, 1.8570, -3.1471], [0.1600, 4.8014, -4.1944], [0.4146, 4.1170, -2.5718], [0.2262, 0.8961, -3.5095], [0.7756, 1.8650, -2.2177], [-1.3800, -0.6463, -3.9850], [-2.4240, 0.2653, -4.3301], [-0.2386, -0.4292, -4.5659], [-1.4106, -1.5102, -2.9985], [-0.2242, 0.2590, -5.2718], [0.5263, -1.1381, -4.5276], [-2.1355, -1.4246, -2.2689], [-0.7795, -2.3848, -2.8209], [2.7075, -1.2572, 4.0212], [2.6121, -0.9577, 2.7021], [1.7419, -1.2629, 4.8345], [3.8004, -1.6776, 4.5631], [0.9132, -1.0479, 4.3206], [1.8313, -1.2507, 5.8421], [4.6254, -1.8567, 3.9296], [3.9047, -2.0298, 5.5533], [1.7247, 1.9195, 3.6528], [0.9640, 1.2551, 2.6302], [1.5835, 3.0108, 3.8477], [2.7734, 1.9459, 3.5074], [1.6985, 1.3600, 4.5866], [1.4256, 0.5572, 2.1951], [-3.3269, 2.3779, -2.0861], [-2.1160, 3.0950, -2.4416], [-3.1062, 1.3010, -2.1772], [-4.1168, 2.6482, -2.7400], [-3.6316, 2.6097, -1.0935], [-1.3391, 2.4774, -2.4203], [1.0806, -3.9849, 2.2184], [1.3021, -3.1392, 1.0869], [0.9818, -3.3795, 3.1502], [1.9653, -4.5802, 2.4555], [0.2483, -4.6185, 2.0545], [2.1800, -2.7845, 1.2351]], "atomic_forces_ev_per_a": [[0.8, -0.7, -0.5], [-2.0, -2.8, -1.7], [0.4, -0.1, 0.6], [0.1, -0.2, -0.4], [-0.4, 1.2, 0.6], [0.9, 0.0, 0.5], [0.9, 0.9, 0.0], [-0.1, 1.3, 0.4], [-0.4, 0.5, 0.5], [1.2, -0.2, 0.1], [-1.3, -1.5, -0.3], [0.5, -0.2, -0.6], [-0.7, -0.5, -0.6], [-0.6, 0.1, 0.2], [0.1, 0.2, 0.3], [0.3, 1.1, 0.3], [-0.5, 0.5, -0.3], [0.9, 0.1, 0.7], [0.6, 0.2, -0.4], [0.1, 1.6, -0.2], [0.4, 0.0, -0.4], [0.1, 0.1, -0.5], [-0.1, 0.3, 0.0], [0.0, -1.1, 0.3], [-0.2, -0.5, 0.8], [-0.2, -0.8, 0.3], [-0.5, 0.3, 0.1], [2.1, -1.1, -1.8], [-2.4, -0.5, -1.8], [0.4, 0.8, 1.6], [-1.0, -0.6, 1.0], [-0.4, 0.6, 0.6], [0.6, 0.6, -0.2], [0.1, -0.4, -0.1], [0.7, 0.2, 0.7], [0.0, 0.3, 0.2], [3.0, 1.1, 1.2], [-0.8, 0.9, -1.2], [2.4, 0.4, 2.2], [-0.6, -0.3, 0.4], [-0.4, -0.2, -0.5], [-0.7, -0.6, -0.4], [0.4, -0.5, 0.1], [-1.0, -0.1, -0.4], [-1.9, -0.2, -0.9], [-4.6, -5.1, -4.6], [3.6, 3.6, 3.7], [-1.2, 0.2, 4.9], [3.9, 2.0, -3.9], [-0.1, -0.3, -0.8], [-0.2, 0.0, -1.2], [-0.5, 0.1, 2.5], [-1.0, -1.1, -0.7], [-3.8, -0.4, -5.6], [1.9, 0.2, 5.9], [-2.1, 0.1, 2.8], [4.2, 0.3, -1.4], [0.5, -0.5, -0.9], [0.3, 0.1, -1.9], [-1.2, -0.7, 1.8], [-0.3, 0.0, 0.1], [-3.6, 0.9, -6.5], [3.0, 0.1, 4.8], [0.7, 1.8, 0.5], [0.3, -4.3, 2.2], [-0.7, -0.6, 0.8], [-0.5, -0.1, -1.8], [0.3, 1.5, 0.3], [-0.9, 0.7, -0.5], [-2.4, 5.6, 2.5], [2.4, -5.9, -2.4], [3.0, 2.4, -0.5], [-2.5, -3.4, 1.7], [-0.9, -0.3, -0.1], [-0.4, -0.6, 0.1], [1.1, 0.1, -0.8], [-0.6, 2.8, -0.3], [3.8, -2.2, -7.7], [-1.9, 1.9, 5.9], [-4.1, 4.0, -1.8], [2.9, -1.9, 2.6], [0.1, -0.8, 0.3], [-0.7, -0.2, 0.4], [0.6, -0.2, 0.4], [0.3, 0.0, -0.9], [-0.5, -0.9, -7.6], [0.6, 0.9, 5.5], [0.2, 3.7, -2.0], [0.2, -4.4, 1.8], [0.4, -1.3, 1.1], [-0.3, 0.6, 1.1], [0.4, 1.3, 0.4], [-0.2, 0.8, -0.5], [-6.9, 5.9, -1.8], [5.0, -5.2, 2.3], [3.2, -2.4, -1.1], [-0.5, -3.1, 2.7], [0.1, 1.1, -1.2], [-1.0, 1.0, -0.1], [0.3, 0.0, -0.9], [-1.4, 2.2, -1.0], [1.8, 0.6, -7.1], [0.4, -1.1, 5.1], [-4.0, 0.7, 2.1], [6.3, -1.9, 0.7], [-1.1, 0.2, 0.5], [-0.1, -0.1, -0.4], [-1.4, 0.4, 1.3], [-0.5, 0.7, -2.0], [0.3, -0.3, 0.3], [-1.1, 2.7, 1.2], [-1.2, -0.9, -0.6], [1.3, -0.4, -1.1], [-0.7, 0.1, 0.3], [1.5, -1.0, -0.1], [2.2, -0.7, -0.3], [-0.3, -0.6, 0.4], [-0.5, 0.3, -0.1], [-0.6, 0.2, -0.9], [-0.1, 0.2, 1.1], [-1.4, 0.7, 0.0], [1.6, 1.4, 0.9], [-0.6, -0.9, 0.9], [-0.5, -0.2, -0.6], [0.0, -0.3, -0.4], [-0.9, -0.5, -0.1], [0.7, 0.5, -0.4]], "lowdin_charge": [-0.06, -0.27, -0.10, 0.06, 0.03, 0.07, 0.10, 0.14, 0.06, -0.05, -0.31, -0.15, 0.07, 0.07, 0.08, 0.12, 0.10, 0.04, -0.08, -0.32, -0.09, 0.05, 0.04, 0.10, 0.11, 0.11, 0.09, -0.08, -0.26, -0.09, 0.02, 0.07, 0.07, 0.12, 0.10, 0.09, -0.04, -0.23, -0.11, 0.05, 0.04, 0.06, 0.06, 0.10, -0.03, -0.66, -0.11, 0.19, 0.12, 0.12, 0.06, 0.18, 0.10, -0.60, -0.12, 0.16, 0.15, 0.10, 0.13, 0.07, 0.11, -0.60, -0.06, 0.14, 0.14, 0.11, 0.15, 0.14, 0.12, -0.59, -0.17, 0.20, 0.12, 0.09, 0.05, 0.12, 0.14, -0.59, -0.09, 0.19, 0.15, 0.15, 0.07, 0.08, 0.14, -0.64, -0.14, 0.18, 0.16, 0.15, 0.03, 0.06, 0.07, -0.55, -0.11, 0.14, 0.16, 0.09, 0.14, 0.09, 0.10, -0.66, -0.08, 0.17, 0.17, 0.03, 0.14, 0.15, 0.15, -0.13, -0.15, 0.09, 0.06, 0.06, 0.02, -0.12, -0.15, 0.05, 0.07, 0.04, 0.02, -0.11, -0.15, 0.06, 0.09, 0.06, 0.03], "max_force_ev_per_a": 9.275, "e_above_lowest_kcal_mol": 5.0, "e_lumo_ev": -0.895, "spin_multiplicity": 1}

---

3.
{"formula": "C7H8ClN", "method": "ωB97M-V/def2-TZVPD", "elements": ["C", "C", "C", "C", "C", "C", "C", "N", "Cl", "H", "H", "H", "H", "H", "H", "H", "H"], "coordinates": [[-1.3682, 2.1656, 0.2414], [-0.1775, 1.8868, -0.4107], [-2.2100, 1.3386, 0.8206], [0.1938, -0.5922, -0.1574], [-2.7511, -0.8349, 1.5367], [-2.7269, 0.0981, 0.5441], [1.2289, -1.4974, -0.7739], [0.4532, 0.6459, -0.5084], [-3.1888, -0.3637, -1.0437], [-1.5597, 3.1779, 0.4978], [0.3569, 2.6418, -0.9267], [-2.9503, -1.9145, 1.3444], [-2.4266, -0.5311, 2.5264], [1.1870, -2.4535, -0.2630], [0.9767, -1.4393, -1.8799], [2.1655, -1.0209, -0.5920], [1.3734, 0.8195, -1.0100]], "atomic_forces_ev_per_a": [[1.1, 0.7, -0.3], [-0.6, -1.0, 0.4], [-1.1, -1.6, 0.3], [-0.8, 0.2, 0.1], [-0.2, -1.0, -0.1], [0.0, -0.5, 1.4], [-1.5, 0.8, -0.2], [2.0, 0.8, -1.3], [-0.3, 0.0, -0.8], [0.1, 1.3, -0.4], [0.5, 0.7, 0.0], [0.2, 1.1, 0.1], [-0.2, -0.1, -0.1], [0.1, -0.3, -0.7], [0.5, -0.8, 1.2], [1.3, 0.2, -0.1], [-1.0, -0.3, 0.3]], "nbo_charge": [-0.36, 0.05, 0.10, 0.12, -0.27, -0.18, -0.73, -0.58, 0.00, 0.24, 0.20, 0.21, 0.21, 0.23, 0.24, 0.19, 0.33], "max_force_ev_per_a": 2.490, "e_above_lowest_kcal_mol": 165.2, "e_lumo_ev": [-0.571, -0.891], "spin_multiplicity": 1}